The following is a DFT calculation (the ωB97M-V functional and the def2-TZVPD basis) of an isolated molecule of C2H3NOS in a non-equilibrium geometry.

Gap between HOMO and LUMO = 0.3458 hartree
HOMO level = -8.920 eV
Molecular weight = 89.1 g/mol
SMILES string = C1=NOCS1
Relative energy (zero: lowest compared OMol25 entry of this formula, charge and spin) = 367.5 kJ/mol

The geometry in XYZ format:
```
8
Properties=species:S:1:pos:R:3:nbo_charge:R:1
S 1.535 0.089 -0.295 0.130
O -1.115 -0.313 -0.540 -0.326
N -1.093 0.854 -0.080 -0.080
C 0.017 -0.991 0.086 -0.176
C 0.206 1.348 -0.141 -0.128
H 0.527 2.205 0.234 0.189
H -0.030 -2.081 -0.336 0.218
H -0.047 -1.111 1.072 0.173
```

The following is a DFT calculation (the ωB97M-V functional and the def2-TZVPD basis) of a cluster of 2 separate species, C2H3NOS in total in a non-equilibrium geometry.

Gap between HOMO and LUMO (spin up / spin down) = 0.2626 / 0.3606 hartree
HOMO level (spin up / spin down) = -8.026 / -10.661 eV
Molecular weight = 89.1 g/mol
Relative energy (zero: lowest compared OMol25 entry of this formula, charge and spin) = 474.7 kJ/mol

The geometry in XYZ format:
```
8
Properties=species:S:1:pos:R:3:nbo_charge:R:1
S -0.137 -0.926 -1.277 0.108
O 1.425 -0.790 0.756 -0.663
N 1.748 2.319 -0.303 -0.253
C 0.845 -0.038 -0.215 0.030
C 1.271 1.256 -0.378 0.136
H -0.705 0.255 -1.578 0.152
H -1.142 1.308 0.777 -0.008
H 0.891 -1.473 1.156 0.498
```

The following is a DFT calculation (the ωB97M-V functional and the def2-TZVPD basis) of a structure of composition C2H3NOS in a non-equilibrium geometry.

Gap between HOMO and LUMO = 0.3395 hartree
HOMO level = -8.431 eV
Molecular weight = 89.1 g/mol
Relative energy (zero: lowest compared OMol25 entry of this formula, charge and spin) = 118.4 kJ/mol

The geometry in XYZ format:
```
8
Properties=species:S:1:pos:R:3:nbo_charge:R:1
S 1.458 -0.598 -0.088 0.337
O -0.787 0.388 -0.148 -0.469
N 0.102 -1.654 0.025 -0.578
C 0.502 0.912 0.037 -0.239
C -0.878 -0.888 -0.043 0.371
H 0.645 1.484 0.939 0.183
H -1.908 -1.306 -0.020 0.192
H 0.866 1.661 -0.701 0.203
```

The following is a DFT calculation (the ωB97M-V functional and the def2-TZVPD basis) of an isolated molecule of C2H3NOS in a non-equilibrium geometry.

Gap between HOMO and LUMO = 0.3278 hartree
HOMO level = -8.922 eV
Molecular weight = 89.1 g/mol
SMILES string = C=NOC=S
Relative energy (zero: lowest compared OMol25 entry of this formula, charge and spin) = 365.0 kJ/mol

The geometry in XYZ format:
```
8
Properties=species:S:1:pos:R:3:nbo_charge:R:1
S 1.802 -0.402 0.071 0.010
O -0.674 0.811 -0.149 -0.407
N -1.164 -0.594 -0.297 -0.095
C 0.697 0.751 -0.017 0.000
C -2.420 -0.307 0.159 -0.105
H -3.186 -1.156 0.321 0.200
H 0.942 1.892 0.208 0.187
H -2.720 0.705 0.756 0.211
```

The following is a DFT calculation (the ωB97M-V functional and the def2-TZVPD basis) of an isolated molecule of C2H3NOS2 in a non-equilibrium geometry.

Gap between HOMO and LUMO = 0.3118 hartree
HOMO level = -9.404 eV
Molecular weight = 121.2 g/mol
SMILES string = O/N=C\SC=S
Relative energy (zero: lowest compared OMol25 entry of this formula, charge and spin) = 374.8 kJ/mol

The geometry in XYZ format:
```
9
Properties=species:S:1:pos:R:3:nbo_charge:R:1
S 0.468 -1.095 -0.697 0.251
S 3.022 0.329 -0.247 0.132
O -1.262 1.402 -0.681 -0.545
N -1.967 0.277 -0.005 -0.049
C 1.516 0.038 0.172 -0.583
C -1.215 -0.773 0.147 -0.116
H 1.094 0.389 1.241 0.236
H -0.285 0.997 -0.766 0.454
H -1.372 -1.563 0.836 0.221
```

The following is a DFT calculation (the ωB97M-V functional and the def2-TZVPD basis) of an isolated molecule of C2H3NOS2 in a non-equilibrium geometry.

Gap between HOMO and LUMO = 0.3097 hartree
HOMO level = -9.158 eV
Molecular weight = 121.2 g/mol
SMILES string = O=CC(=S)NS
Relative energy (zero: lowest compared OMol25 entry of this formula, charge and spin) = 128.8 kJ/mol

The geometry in XYZ format:
```
9
Properties=species:S:1:pos:R:3:nbo_charge:R:1
S -2.419 -0.639 0.058 -0.060
S 1.785 -0.845 0.247 0.204
O 0.455 1.846 -0.276 -0.483
N 0.190 -1.026 -0.247 -0.727
C -0.829 -0.191 0.045 -0.002
C -0.389 1.270 0.351 0.383
H -0.043 -1.986 -0.467 0.418
H -0.984 1.762 1.143 0.143
H 2.234 -0.192 -0.854 0.126
```

Question: The highest relative energy (zero: lowest compared OMol25 entry of this formula, charge and spin) belongs to which entry?
Answer: number 2

Question: Which of these has the highest relative energy (zero: lowest compared OMol25 entry of this formula, charge and spin)?
Answer: number 2

Please write out number 4 again, unchanged.
The following is a DFT calculation (the ωB97M-V functional and the def2-TZVPD basis) of an isolated molecule of C2H3NOS in a non-equilibrium geometry.

Gap between HOMO and LUMO = 0.3278 hartree
HOMO level = -8.922 eV
Molecular weight = 89.1 g/mol
SMILES string = C=NOC=S
Relative energy (zero: lowest compared OMol25 entry of this formula, charge and spin) = 365.0 kJ/mol

The geometry in XYZ format:
```
8
Properties=species:S:1:pos:R:3:nbo_charge:R:1
S 1.802 -0.402 0.071 0.010
O -0.674 0.811 -0.149 -0.407
N -1.164 -0.594 -0.297 -0.095
C 0.697 0.751 -0.017 0.000
C -2.420 -0.307 0.159 -0.105
H -3.186 -1.156 0.321 0.200
H 0.942 1.892 0.208 0.187
H -2.720 0.705 0.756 0.211
```

Question: What is the relative energy (zero: lowest compared OMol25 entry of this formula, charge and spin) in the third record?
Answer: 118.4 kJ/mol